No. 1
{"formula": "C37H42F7N3O24", "method": "wB97M-V/def2-TZVPD", "symbols": ["C", "C", "C", "C", "O", "C", "C", "C", "O", "C", "C", "C", "C", "C", "N", "N", "N", "C", "C", "C", "C", "O", "H", "H", "H", "H", "H", "H", "H", "H", "H", "H", "H", "H", "H", "H", "H", "H", "H", "H", "H", "H", "H", "O", "C", "O", "C", "C", "F", "O", "H", "H", "H", "O", "C", "O", "C", "C", "F", "O", "H", "H", "H", "O", "C", "O", "C", "C", "F", "O", "H", "H", "H", "O", "C", "O", "C", "C", "F", "O", "H", "H", "H", "O", "C", "O", "C", "C", "F", "O", "H", "H", "H", "O", "C", "O", "C", "C", "F", "O", "H", "H", "H", "O", "C", "O", "C", "C", "F", "O", "H", "H", "H"], "xyz": [[4.43623, -0.76901, -0.25296], [4.60762, -0.17678, -1.67740], [3.38250, 0.74319, -1.92102], [3.39427, 1.97631, -1.02682], [2.34042, 2.92329, -1.33584], [1.15695, 2.25303, -1.26161], [0.35141, 2.06763, -2.29493], [-0.88185, 1.24956, -2.07055], [-1.95011, 1.46456, -2.61026], [-0.68316, 0.12149, -1.08398], [-1.27051, -1.10170, -1.23082], [-0.99940, -2.09493, -0.32864], [-1.57117, -3.49739, -0.48759], [-0.54015, -4.33891, -1.30042], [-1.15875, -5.55689, -1.86435], [0.61063, -4.76134, -0.51424], [0.01909, -3.54134, -2.42462], [-0.16880, -1.88196, 0.73865], [0.42050, -0.64984, 0.90776], [0.15709, 0.31850, -0.00767], [0.81928, 1.65703, 0.09264], [1.09671, 2.21229, 1.13972], [4.56686, 0.01007, 0.50142], [5.12333, -1.59044, -0.05965], [3.39096, -1.08823, -0.18346], [5.55090, 0.35182, -1.78838], [4.47238, -0.99699, -2.37869], [2.51596, 0.10024, -1.74565], [3.37427, 1.10024, -2.95594], [4.32362, 2.51873, -1.22122], [3.41543, 1.74076, 0.03942], [0.60440, 2.47798, -3.26506], [-1.93441, -1.29428, -2.06526], [-1.60731, -3.94716, 0.50446], [-2.53850, -3.47359, -0.98633], [-0.37826, -6.19376, -2.01142], [-1.54367, -5.37828, -2.78459], [0.51193, -4.57167, 0.46959], [1.43771, -4.32439, -0.89470], [0.74422, -4.10460, -2.85708], [-0.71152, -3.40124, -3.11357], [0.03027, -2.67611, 1.44524], [1.10839, -0.45280, 1.72042], [3.74920, 7.56579, 2.88451], [2.80182, 6.86093, 2.80655], [2.82503, 5.51507, 2.96887], [1.46976, 5.05202, 2.93614], [0.78312, 6.15137, 2.17124], [-0.50288, 6.31946, 2.58075], [1.53413, 7.29624, 2.53105], [1.09312, 4.96041, 3.95651], [1.39308, 4.08657, 2.44347], [0.80264, 6.02756, 1.08708], [1.61772, -7.39209, -2.36277], [2.60420, -7.62664, -1.74947], [3.14934, -8.85884, -1.62690], [4.39116, -8.71703, -0.93246], [4.18737, -7.42052, -0.19254], [5.34908, -6.74328, -0.04743], [3.33634, -6.69327, -1.06681], [5.20864, -8.65456, -1.65237], [4.56601, -9.56038, -0.26926], [3.70411, -7.52494, 0.78053], [-6.97657, 7.51574, 2.95684], [-5.84528, 7.31482, 2.66721], [-4.83184, 7.20890, 3.55806], [-3.65903, 6.82344, 2.83180], [-3.98383, 7.29879, 1.43831], [-3.42814, 6.50031, 0.49257], [-5.39258, 7.16076, 1.38750], [-3.54031, 5.73955, 2.88256], [-2.77061, 7.29639, 3.24137], [-3.71160, 8.33690, 1.23761], [4.24101, -0.28454, -5.21852], [5.34290, 0.15005, -5.17237], [5.92034, 0.88784, -6.15199], [7.19019, 1.33141, -5.66492], [7.49219, 0.30600, -4.60105], [8.20773, 0.84066, -3.58287], [6.20061, -0.03603, -4.12793], [7.09187, 2.33586, -5.25055], [7.93057, 1.34692, -6.46085], [7.99589, -0.59119, -4.96576], [6.08003, -3.58815, -1.47629], [5.31166, -3.89100, -2.32326], [4.25885, -3.12893, -2.72004], [3.66401, -3.77262, -3.85118], [4.10303, -5.20292, -3.66656], [4.27771, -5.83120, -4.85577], [5.36051, -5.05926, -3.03118], [4.05724, -3.33164, -4.76840], [2.58245, -3.65783, -3.84078], [3.44198, -5.80105, -3.03534], [-4.38350, 3.40166, 4.07236], [-5.35753, 3.11363, 3.46141], [-5.73224, 3.70904, 2.29980], [-6.87051, 3.00002, 1.80244], [-7.41642, 2.36996, 3.05811], [-8.00450, 1.16877, 2.79910], [-6.24797, 2.15210, 3.82809], [-6.54614, 2.25677, 1.07179], [-7.57670, 3.67675, 1.32764], [-8.10714, 2.99763, 3.61449], [-8.75693, 2.67467, 5.64563], [-9.32853, 1.65839, 5.85774], [-10.63772, 1.44097, 5.57848], [-10.91145, 0.06305, 5.84693], [-9.82109, -0.28705, 6.82815], [-9.43374, -1.57955, 6.70529], [-8.75934, 0.55563, 6.41955], [-10.83133, -0.51142, 4.92293], [-11.90947, -0.06444, 6.25899], [-10.06744, -0.08157, 7.87155]], "atomic_forces_ev_per_a": [[0.077, 0.533, -0.554], [-1.438, 0.018, 1.080], [0.741, 0.096, -0.026], [0.964, 0.198, -0.158], [-0.363, -0.567, 0.062], [0.483, 0.266, 0.562], [-0.467, -0.118, -0.085], [-0.368, 0.181, -0.053], [0.750, -0.340, 0.052], [-0.156, 0.519, -0.540], [-0.730, 0.162, -0.751], [-0.896, -1.797, 0.404], [1.396, 0.465, -0.520], [0.082, -0.397, -1.364], [0.112, -0.235, 0.709], [-0.418, -0.037, -0.203], [-0.021, 0.415, 0.564], [0.391, 0.114, 0.567], [0.423, -0.418, 0.819], [0.615, 1.896, -0.098], [-0.078, 0.001, 0.241], [0.000, -0.411, -0.653], [0.174, -0.163, 0.084], [-0.099, -0.026, 0.042], [0.162, -0.350, 0.201], [0.042, -0.138, -0.140], [0.628, 0.276, -0.092], [-0.180, 0.244, -0.153], [-0.184, -0.158, -0.005], [-0.127, 0.089, -0.014], [-0.370, 0.015, -0.041], [-0.291, 0.058, 0.003], [-0.027, 0.089, -0.004], [-0.554, -0.193, -0.132], [-0.032, -0.218, 0.113], [-0.207, -0.142, 0.087], [-0.204, 0.141, 0.114], [0.153, 0.076, 0.012], [0.126, 0.130, 0.441], [-0.225, -0.133, -0.125], [0.123, 0.058, -0.119], [-0.043, 0.001, 0.054], [-0.089, 0.052, 0.053], [-0.028, 0.052, 0.043], [0.261, 0.062, 0.171], [-0.260, 0.264, -0.113], [0.036, -0.608, 0.004], [-0.148, 0.145, 0.314], [-0.030, 0.095, -0.064], [0.192, -0.299, -0.289], [-0.125, 0.203, -0.037], [0.254, 0.022, -0.069], [-0.166, 0.020, 0.005], [0.103, 0.194, -0.198], [-0.276, -0.235, -0.013], [0.011, 0.322, 0.117], [0.133, -0.427, 0.066], [0.537, 0.331, -0.062], [-0.123, 0.039, 0.042], [-0.281, -0.601, 0.213], [0.017, 0.197, 0.050], [-0.214, -0.059, -0.058], [0.054, 0.098, 0.026], [-0.050, -0.061, -0.063], [-0.288, -0.171, 0.216], [-0.009, 0.050, -0.380], [0.398, -0.035, 0.326], [-0.022, -0.472, -0.145], [-0.037, 0.086, -0.054], [0.167, 0.397, 0.272], [-0.063, -0.005, -0.172], [-0.156, 0.113, 0.148], [0.052, -0.048, -0.133], [-0.014, -0.026, 0.038], [-0.317, 0.000, 0.007], [0.103, -0.120, 0.260], [0.172, 0.178, -0.377], [0.003, 0.285, 0.393], [-0.018, -0.095, 0.014], [0.242, -0.130, -0.732], [0.030, -0.081, 0.180], [-0.170, -0.092, -0.129], [0.085, 0.013, 0.115], [0.071, 0.025, -0.038], [0.179, 0.112, 0.115], [0.053, -0.608, -0.080], [-0.364, 0.264, -0.100], [0.133, -0.041, -0.317], [0.057, -0.074, -0.001], [-0.371, 0.139, 0.269], [0.063, -0.137, -0.032], [0.079, 0.161, 0.174], [0.122, 0.165, -0.345], [0.066, -0.005, -0.053], [0.281, 0.002, 0.103], [-0.133, -0.162, 0.196], [-0.119, 0.222, -0.418], [0.081, -0.291, -0.230], [-0.015, 0.008, 0.138], [-0.076, 0.444, -0.122], [-0.028, -0.127, 0.132], [0.148, 0.185, 0.091], [-0.070, -0.098, 0.010], [-0.074, -0.046, 0.062], [0.136, 0.162, -0.139], [0.196, -0.163, 0.151], [-0.454, -0.007, -0.057], [0.250, -0.303, -0.259], [0.035, 0.041, 0.069], [-0.390, 0.247, 0.211], [0.171, -0.081, 0.075], [-0.007, 0.235, -0.002], [0.053, -0.126, 0.028]], "mulliken_charge": [-1.213, 0.180, 0.218, -0.786, -0.499, 0.268, -0.416, -0.232, -0.602, 0.656, -0.672, 1.384, -2.282, 1.087, -0.742, -0.345, -0.609, -0.792, -0.802, 0.939, 0.069, -0.715, 0.453, 0.435, 0.121, 0.299, -0.193, -0.074, 0.207, 0.464, 0.220, 0.508, 0.528, 0.434, 0.405, 0.265, 0.322, 0.273, -0.004, 0.144, 0.264, 0.417, 0.523, -0.507, 0.636, -0.324, 0.104, 0.313, -0.235, -0.342, 0.240, -0.108, 0.286, -0.467, 0.676, -0.380, -0.483, 0.305, -0.272, -0.224, 0.305, 0.305, 0.245, -0.527, 0.631, -0.348, -0.109, 0.321, -0.267, -0.320, 0.169, 0.227, 0.257, -0.453, 0.553, -0.362, -0.502, 0.346, -0.290, -0.186, 0.287, 0.303, 0.263, -0.520, 0.570, -0.039, -0.588, 1.495, -0.361, -0.385, 0.198, 0.166, -0.682, -0.523, 0.644, -0.309, -0.392, 0.223, -0.351, -0.277, 0.244, 0.293, 0.429, -0.547, 0.693, -0.310, -0.424, 0.295, -0.289, -0.268, 0.281, 0.266, 0.297], "max_force_ha_per_bohr": 0.03983, "e_tot_ev": -111682.9203, "lumo_energy_ha": -0.024, "smiles": "CCCCOC1=CC(=O)c2cc(CC(N)(N)N)ccc2C1=O.O=C1OC[C@@H](F)O1.O=C1OC[C@@H](F)O1.O=C1OC[C@@H](F)O1.O=C1OC[C@@H](F)O1.O=C1OC[C@@H](F)O1.O=C1OC[C@@H](F)O1.O=C1OC[C@@H](F)O1"}

=====

No. 2
{"formula": "C37H43As3F15GeO4SV", "method": "wB97M-V/def2-TZVPD", "symbols": ["V", "C", "C", "O", "C", "C", "O", "C", "C", "O", "C", "C", "O", "H", "H", "H", "H", "H", "H", "H", "H", "H", "H", "H", "H", "H", "H", "H", "H", "C", "As", "C", "C", "C", "C", "C", "As", "C", "C", "C", "As", "C", "C", "H", "H", "H", "H", "H", "H", "H", "H", "H", "H", "H", "H", "H", "H", "H", "H", "H", "H", "H", "H", "H", "H", "H", "H", "H", "H", "H", "F", "C", "C", "C", "F", "C", "F", "C", "F", "C", "F", "Ge", "S", "C", "C", "F", "C", "F", "C", "F", "C", "F", "C", "F", "C", "C", "F", "C", "F", "C", "F", "C", "F", "C", "F"], "xyz": [[-0.10290, -0.31470, -0.21130], [-0.26250, -0.37150, 3.02550], [0.11700, 1.10920, 3.07930], [-0.28750, 1.65510, 1.84030], [0.09820, 2.99660, 1.60900], [0.26360, 3.15410, 0.08990], [0.95980, 2.05730, -0.46620], [2.36510, 2.05120, -0.28020], [2.84900, 0.65290, -0.69330], [2.13270, -0.36590, -0.02770], [2.61550, -0.65920, 1.27110], [1.57480, -1.53540, 1.97480], [0.25990, -1.02590, 1.88970], [-1.35090, -0.43060, 2.91510], [0.04400, -0.88140, 3.94720], [1.20240, 1.24080, 3.22110], [-0.40270, 1.59230, 3.91820], [1.04490, 3.21710, 2.12060], [-0.66910, 3.69160, 1.97310], [0.76740, 4.10110, -0.14180], [-0.72370, 3.12450, -0.38490], [2.62980, 2.25690, 0.76590], [2.83700, 2.81500, -0.91640], [3.92810, 0.55450, -0.51470], [2.63840, 0.51520, -1.76010], [2.80860, 0.26280, 1.83880], [3.55900, -1.22200, 1.19060], [1.87430, -1.69140, 3.01810], [1.55800, -2.50520, 1.46430], [-3.53270, -1.06580, 1.07060], [-2.51860, 0.12350, -0.10730], [-3.55050, 1.74590, 0.41190], [-3.47150, -0.44620, -1.74140], [-3.09920, 0.11430, -3.12160], [-4.15800, -0.42670, -4.09510], [-1.73880, -0.38840, -3.61680], [-0.09230, 0.05530, -2.61700], [1.02490, -1.27140, -3.52210], [0.60940, 1.58930, -3.66960], [-3.13380, 1.64460, -3.07060], [-3.76770, 2.60140, -4.71180], [-2.08510, 2.81690, -5.71790], [-3.71040, 4.38470, -3.87670], [-4.60900, -0.92450, 0.92410], [-3.30020, -0.87750, 2.12000], [-3.26980, -2.09520, 0.83510], [-4.61380, 1.55100, 0.23420], [-3.25240, 2.64070, -0.13450], [-3.40080, 1.92020, 1.48140], [-4.53040, -0.21540, -1.55870], [-3.36250, -1.53560, -1.75830], [-4.20780, -1.51180, -4.03900], [-3.92030, -0.15000, -5.12250], [-5.13950, -0.02120, -3.85240], [-1.58950, -0.03580, -4.64670], [-1.75590, -1.48320, -3.63970], [0.94670, -1.15300, -4.60720], [0.67050, -2.26410, -3.24620], [2.07460, -1.17660, -3.23520], [0.34490, 1.45140, -4.72150], [1.69970, 1.61840, -3.58770], [0.20980, 2.54000, -3.31600], [-2.15030, 2.01740, -2.73820], [-3.87380, 1.93520, -2.31550], [-1.78140, 1.88640, -6.19380], [-1.28340, 3.17970, -5.07910], [-2.25840, 3.54920, -6.50590], [-4.51410, 4.48270, -3.14910], [-3.85510, 5.14730, -4.63990], [-2.75680, 4.56680, -3.38210], [-1.46520, -3.30180, 2.05420], [-0.62210, -4.29440, 2.38910], [0.08700, -4.90830, 1.37480], [0.96540, -5.91010, 1.73480], [1.67840, -6.51120, 0.77250], [1.14110, -6.29940, 3.05720], [2.00020, -7.26780, 3.36670], [0.41470, -5.65900, 4.05890], [0.58340, -6.00190, 5.33140], [-0.47560, -4.64150, 3.72370], [-1.16410, -3.99260, 4.66880], [-0.27320, -4.38400, -0.53210], [-0.90380, -2.37740, -0.89510], [-1.83050, -5.44780, -1.14690], [-2.26430, -5.20180, -2.43620], [-1.50430, -4.38980, -3.19370], [-3.43330, -5.74680, -2.94030], [-3.83600, -5.47260, -4.18010], [-4.18940, -6.58790, -2.12320], [-5.31160, -7.12630, -2.58810], [-3.76520, -6.86190, -0.82340], [-4.48420, -7.66580, -0.04340], [-2.59480, -6.27670, -0.35270], [-2.18790, -6.49570, 0.90880], [1.34220, -4.98500, -1.54230], [2.49940, -4.25430, -1.37940], [2.41050, -3.12590, -0.63120], [3.71500, -4.63090, -1.92400], [4.81430, -3.90240, -1.70140], [3.76480, -5.79060, -2.69630], [4.91800, -6.19430, -3.21640], [2.59950, -6.52380, -2.92190], [2.63830, -7.61390, -3.68220], [1.40620, -6.11230, -2.33660], [0.29090, -6.82140, -2.52770]], "atomic_forces_ev_per_a": [[1.379, 0.651, 1.594], [-0.446, 0.675, 0.456], [0.052, -0.413, 0.053], [0.006, -0.145, -0.171], [0.225, 0.089, -0.395], [-0.426, 0.049, 0.391], [0.107, -0.519, -0.056], [0.255, -0.382, 0.024], [0.128, 0.822, -0.515], [-0.676, -0.104, 0.129], [0.041, -0.272, 0.768], [0.872, -0.445, -0.227], [0.097, 0.378, -0.596], [0.218, -0.117, 0.131], [-0.067, 0.019, -0.164], [-0.159, 0.021, -0.023], [0.070, -0.085, -0.075], [-0.124, -0.056, 0.030], [0.146, -0.040, -0.010], [-0.136, -0.102, -0.022], [0.169, 0.131, 0.036], [-0.077, 0.024, -0.098], [-0.034, -0.160, 0.129], [-0.195, -0.035, -0.060], [0.185, -0.018, 0.225], [-0.082, -0.086, -0.165], [-0.204, 0.128, 0.055], [-0.072, 0.018, -0.113], [-0.032, 0.141, 0.168], [-0.054, -0.088, 0.072], [-1.757, 0.323, -0.055], [0.316, -0.163, -0.062], [-0.125, -0.056, 0.053], [0.037, -0.011, 0.035], [0.127, 0.046, 0.097], [0.034, -0.060, -0.138], [-0.117, 0.209, -1.988], [0.045, -0.124, -0.149], [-0.150, -0.090, 0.326], [-0.002, 0.207, -0.100], [0.248, 0.229, 0.227], [-0.095, -0.014, 0.064], [-0.011, -0.061, -0.040], [0.203, 0.056, -0.036], [-0.015, 0.010, -0.057], [0.003, 0.026, 0.016], [0.227, 0.001, -0.007], [0.026, -0.072, -0.014], [0.020, -0.053, -0.127], [0.151, -0.072, 0.031], [-0.070, 0.089, 0.089], [0.002, -0.145, 0.011], [-0.047, -0.025, -0.045], [-0.088, 0.003, -0.040], [0.064, -0.098, 0.157], [0.063, 0.059, -0.039], [-0.004, 0.049, 0.140], [0.040, 0.038, 0.003], [-0.064, 0.021, 0.036], [0.021, -0.034, 0.197], [-0.121, -0.038, 0.044], [0.001, -0.053, -0.012], [-0.254, 0.167, -0.053], [0.075, 0.147, -0.123], [-0.017, -0.067, 0.005], [0.035, 0.019, 0.046], [-0.044, 0.002, -0.003], [-0.038, -0.036, 0.020], [-0.012, -0.009, -0.048], [0.072, -0.030, 0.022], [-0.174, -0.194, 0.465], [0.151, 0.072, -0.042], [-0.130, 0.416, -0.479], [-0.002, 0.141, -0.025], [0.065, -0.287, 0.358], [-0.007, 0.009, -0.049], [-0.099, 0.111, 0.038], [-0.009, 0.053, -0.144], [-0.029, 0.036, -0.215], [-0.006, 0.084, -0.164], [0.134, -0.151, -0.057], [0.409, -1.508, 0.311], [-0.081, 0.181, -0.204], [0.224, 0.391, 0.091], [-0.036, -0.070, 0.221], [-0.299, -0.173, -0.332], [0.099, 0.023, 0.054], [-0.015, -0.069, 0.077], [0.248, 0.087, 0.110], [0.187, 0.077, 0.102], [0.042, 0.041, -0.023], [0.016, 0.057, -0.075], [0.099, 0.140, -0.132], [-0.440, -0.311, -0.078], [-0.364, 0.476, 0.105], [-0.176, -0.035, 0.004], [0.489, -0.158, -0.081], [-0.084, 0.028, 0.055], [-0.108, -0.147, -0.107], [-0.212, 0.088, 0.107], [-0.189, 0.087, 0.035], [-0.054, 0.058, 0.081], [0.051, 0.079, 0.070], [0.114, 0.192, 0.075], [0.241, -0.298, -0.205]], "lowdin_spin": [0.942, -0.001, 0.000, 0.001, 0.000, 0.001, 0.006, 0.001, -0.001, 0.010, 0.000, 0.001, 0.005, 0.000, 0.000, 0.000, 0.000, 0.000, 0.000, 0.000, 0.001, 0.000, 0.000, 0.000, 0.000, 0.000, 0.000, 0.000, 0.000, -0.004, -0.001, 0.000, 0.002, 0.000, 0.000, 0.000, -0.003, -0.004, 0.001, 0.000, 0.000, 0.000, 0.000, -0.001, 0.000, 0.000, 0.000, 0.000, 0.000, 0.000, 0.000, 0.000, 0.000, 0.000, 0.000, 0.000, -0.001, 0.000, 0.000, 0.000, 0.000, 0.000, 0.000, 0.000, 0.000, 0.000, 0.000, 0.000, 0.000, 0.000, 0.000, 0.000, 0.004, 0.001, 0.000, 0.000, 0.000, 0.000, 0.000, 0.000, 0.000, 0.012, 0.022, 0.001, 0.000, 0.000, 0.000, 0.000, 0.000, 0.000, 0.000, 0.000, 0.000, 0.000, 0.002, 0.000, 0.000, 0.000, 0.000, 0.000, 0.000, 0.000, 0.000, 0.001, 0.000], "spin_multiplicity": 2, "max_force_ha_per_bohr": 0.04291, "e_tot_ev": -363564.6110, "lumo_energy_ha": [-0.080, -0.081], "charge": 1}